Record 1
Entry from the OMol25 dataset: one molecule with the formula C13H17NO4 (wB97M-V/def2-TZVPD).

Element x y z (Å)
H: 5.872 -1.403 0.231
N: 1.134 0.844 0.511
H: 4.193 -0.916 1.932
H: 6.318 0.362 -3.067
O: -5.156 1.042 -0.552
C: -2.393 1.531 -0.160
C: 5.023 -0.781 -0.059
H: -0.152 -1.510 0.608
H: 5.159 0.564 1.641
H: 5.242 -1.013 -2.814
C: 2.127 -0.047 0.808
H: -0.608 2.695 -0.018
H: 4.263 -1.431 -0.497
O: 2.015 -1.235 0.954
H: 1.437 1.806 0.439
O: 3.286 0.636 0.927
C: -1.042 1.706 0.040
O: -4.835 -1.150 -0.204
H: 6.241 0.893 -0.642
C: 6.006 -0.393 -2.350
C: 5.468 0.260 -1.084
C: -0.223 0.610 0.319
C: -4.412 0.122 -0.306
H: -2.572 -1.820 0.250
C: -2.139 -0.834 0.192
H: -6.801 -0.784 0.327
H: 6.863 -1.023 -2.119
C: -2.957 0.258 -0.086
C: -0.784 -0.665 0.393
H: 4.619 0.901 -1.336
H: -3.036 2.371 -0.376
C: 4.451 -0.141 1.202
H: -6.515 -1.033 -1.406
C: -6.224 -1.354 -0.404
H: -6.396 -2.420 -0.279

Values from the calculation:
- ΔE to the lowest compared entry with this formula, charge and spin (eV) = 0.0000
- 2S+1 = 1
- frontier orbital gap (eV) = 9.410
- highest occupied orbital energy (eV) = -8.725
- SMILES string = CCCCOC(=O)Nc1ccc(C(=O)OC)cc1


Record 2
Entry from the OMol25 dataset: a 2-piece molecular cluster, C13H17P overall (wB97M-V/def2-TZVPD).

Element x y z (Å)
C: -2.196 -0.694 -0.854
C: -2.481 0.715 1.052
C: -0.952 -0.204 -1.090
H: 2.407 -1.930 3.037
C: -4.332 -0.784 0.460
C: 3.362 -1.771 2.409
C: 3.448 1.414 -1.768
C: -0.431 0.714 -0.170
C: -2.988 -0.198 0.175
C: 3.076 0.165 0.635
H: 0.598 -1.462 -1.652
P: 2.697 1.674 -0.116
H: 3.827 -1.260 3.349
H: -4.230 -1.347 1.405
H: -0.908 3.422 1.488
H: 4.529 1.834 -1.607
H: 3.169 0.328 -2.112
C: 3.158 -0.706 1.444
H: 0.363 2.206 1.988
H: 3.028 2.199 -2.394
C: -0.019 -0.805 -2.097
C: -0.689 2.313 1.743
H: -3.249 0.978 1.812
H: 0.486 0.021 -2.387
C: -1.256 1.328 0.741
H: 3.788 -2.713 2.155
H: -4.675 -1.521 -0.240
H: -1.313 2.110 2.631
H: -0.644 -1.349 -2.891
H: -2.575 -1.372 -1.637
H: -5.080 0.027 0.572

Values from the calculation:
- ΔE to the lowest compared entry with this formula, charge and spin (eV) = 5.2498
- 2S+1 = 1
- frontier orbital gap (alpha / beta) (eV) = 7.950 / 7.338
- highest occupied orbital energy (alpha / beta) (eV) = -8.503 / -7.419


Record 3
Entry from the OMol25 dataset: C13H18AlF9NO7 as an isolated structure (wB97M-V/def2-TZVPD).

Element x y z (Å)
C: 3.906 -3.687 3.593
C: -2.719 -2.468 -7.294
C: 3.640 -1.880 6.815
H: -1.638 2.138 -0.556
N: -0.693 -1.496 1.502
H: -2.706 4.500 1.102
O: -1.691 -0.192 -0.415
H: 5.721 -1.329 6.567
H: 4.586 -0.047 6.181
C: 4.775 -0.876 6.869
H: 1.193 -3.557 2.262
H: -0.880 -0.145 -4.299
C: 4.277 -3.268 5.013
F: 0.107 5.648 -2.480
F: 2.800 -4.452 3.572
C: -2.344 -2.062 -5.872
F: -2.953 -1.402 -8.093
F: -0.300 7.359 -1.219
F: -1.758 -3.192 -7.901
H: 0.351 -3.719 -0.161
H: -2.800 -1.527 -3.397
O: -1.442 -2.536 -5.229
O: -3.190 -1.116 -5.411
H: 4.890 -0.478 7.880
H: -3.890 -0.188 -3.733
O: 5.187 -3.728 5.661
C: -1.246 -1.054 0.410
Al: 0.763 -2.667 0.993
C: -2.449 2.696 -0.082
H: -2.973 2.038 0.613
C: -1.906 3.915 0.639
C: -0.892 6.377 -1.937
C: -1.822 0.317 -3.998
H: -1.234 3.597 1.438
O: -1.131 4.735 -0.253
F: 3.662 -2.625 2.791
H: 2.018 -1.822 0.429
C: -2.968 -0.674 -4.060
O: -3.038 5.593 -1.109
H: -1.999 1.152 -4.683
F: 4.877 -4.404 2.989
H: -3.144 2.981 -0.876
H: 3.819 -2.729 7.480
O: 3.420 -2.329 5.471
H: 2.713 -1.403 7.143
H: -1.706 0.708 -2.985
C: -1.833 5.536 -1.081
F: -3.842 -3.221 -7.324
F: -1.521 6.982 -2.965

Values from the calculation:
- 2S+1 = 1
- charge = -1
- frontier orbital gap (eV) = 7.680
- highest occupied orbital energy (eV) = -5.198


Record 4
Entry from the OMol25 dataset: C13H18AsN2O2ReS6SeSi as an isolated structure (wB97M-V/def2-TZVPD).

Element x y z (Å)
H: 5.414 -1.290 -3.469
H: -5.137 -1.900 -0.646
Se: -2.764 0.327 -1.315
H: -0.340 -0.020 2.729
H: 4.440 -0.270 -5.448
H: -4.187 -2.467 0.735
H: 6.198 0.308 -3.544
S: -3.115 0.687 -4.965
H: -5.907 -2.139 0.921
C: 5.248 -0.214 -3.442
O: 0.221 -0.158 0.395
S: -1.509 -1.232 -2.044
H: -5.023 2.304 0.210
C: 2.925 -0.006 -2.267
H: 4.264 -0.142 4.510
H: -5.845 1.180 -0.875
N: 1.971 0.033 -1.342
C: 3.248 -0.123 4.140
As: -0.916 0.983 -5.323
Re: -0.020 0.364 -1.510
O: 4.150 -0.184 1.989
N: 2.433 0.015 -0.053
H: -6.525 1.534 0.714
S: 2.594 -0.272 -3.937
H: 2.341 -0.051 6.062
H: -2.947 -0.517 2.664
H: -4.330 0.366 3.303
H: 3.908 -0.174 1.049
C: 0.658 -0.057 3.143
C: 1.464 -0.081 0.828
C: -5.592 1.373 0.169
H: 0.029 0.037 5.178
H: 4.245 1.302 -4.641
S: -1.880 -0.977 -4.936
C: -3.649 0.289 2.450
C: 4.258 0.224 -4.495
C: 3.060 -0.138 2.756
H: -3.094 1.225 2.391
S: -0.022 1.696 -3.354
C: -4.991 -1.797 0.430
C: 0.866 -0.028 4.498
S: 4.571 0.198 -1.802
C: 1.742 -0.107 2.246
Si: -4.628 -0.036 0.902
C: 2.173 -0.067 4.994

Values from the calculation:
- 2S+1 = 1
- charge = +2
- frontier orbital gap (alpha / beta) (eV) = 4.673 / 4.685
- highest occupied orbital energy (alpha / beta) (eV) = -13.041 / -13.041


Per-record molecular weight, g/mol: 251.282, 204.253, 498.251, 794.876
Per-record max |F|, eV Å⁻¹: 0.7, 5.2, 7.5, 3.3